[1]
Computed, not measured: a molecular structure, C7H10BrNPd, with ωB97M-V/def2-TZVPD.

Values from the calculation:
* highest occupied orbital energy (alpha / beta): 0.0567 / 0.1012 Ha
* LUMO (alpha / beta): 5.975 / 5.760 eV
* net charge: -2
* M: 294.49 g mol⁻¹
* 2S+1: 3

Each line ends with the Mulliken spin population.
Geometry (Å):
C 1.064 0.947 -0.614  0.11
C 0.774 -0.212 -1.464  0.18
C 1.368 -1.345 -0.865  -0.06
C 2.059 -0.946 0.308  0.23
C 1.870 0.451 0.500  -0.23
Pd -0.681 0.218 0.425  0.46
N 0.808 1.463 3.488  1.06
C -2.441 0.559 -0.213  -0.03
C -2.620 -0.334 -1.310  0.17
H 1.356 -2.353 -1.260  0.00
H 0.363 -0.131 -2.456  0.00
H 2.711 -1.558 0.913  0.01
H 2.384 1.073 1.234  0.09
H 0.947 1.991 -0.893  0.03
H -2.246 -0.068 -2.240  -0.02
H -2.683 0.266 0.780  0.00
H 0.107 1.261 2.787  0.00
H -3.108 -1.248 -1.230  0.00
H -1.852 1.455 -0.206  0.01
Br -0.178 -1.489 2.316  -0.01

=====

[2]
Computed, not measured: 2 unconnected molecules or ions with the total composition C5H15NO, with ωB97M-V/def2-TZVPD.

Values from the calculation:
* highest occupied orbital energy: -0.3347 Ha
* relative energy (zero: lowest compared OMol25 entry of this formula, charge and spin): 0.750 eV
* SMILES: CC[C@@H](C)NC.O
* LUMO: 0.976 eV
* M: 105.18 g mol⁻¹

Each line ends with the Mulliken charge.
Geometry (Å):
C -1.297 2.263 -0.190  -1.20
C -0.057 1.371 -0.141  -0.50
C -0.366 -0.117 -0.150  0.20
C -1.097 -0.538 -1.454  -1.32
N 0.877 -0.874 0.095  -0.20
C 0.684 -2.321 0.188  -0.91
H -1.576 2.497 -1.212  0.33
H -1.093 3.199 0.348  0.37
H -2.120 1.799 0.353  0.31
H 0.600 1.633 -0.985  0.28
H 0.517 1.606 0.747  0.28
H -1.022 -0.348 0.703  0.24
H -1.952 -1.200 -1.278  0.31
H -1.438 0.336 -1.997  0.37
H -0.380 -1.050 -2.090  0.34
H 1.508 -0.674 -0.674  0.29
H 0.736 -2.649 1.222  0.26
H 1.439 -2.862 -0.384  0.33
H -0.316 -2.652 -0.126  0.27
O 2.189 0.123 2.737  -0.68
H 1.383 -0.050 2.231  0.30
H 2.781 0.510 2.058  0.33

=====

[3]
Computed, not measured: a single C5H9N molecule, with ωB97M-V/def2-TZVPD.

Values from the calculation:
* highest occupied orbital energy: -0.2806 Ha
* relative energy (zero: lowest compared OMol25 entry of this formula, charge and spin): 2.290 eV
* SMILES: C=C/C(C)=C/N
* LUMO: 1.020 eV
* M: 83.13 g mol⁻¹

Each line ends with the Mulliken charge.
Geometry (Å):
C 0.741 -1.848 -1.130  -0.75
C -0.163 -1.453 -0.227  -0.23
C -0.294 -0.081 0.101  0.64
C -1.682 0.470 0.335  -1.29
C 0.853 0.563 0.173  -0.32
N 1.023 1.907 0.550  -0.46
H 1.462 -1.084 -1.717  0.23
H 1.047 -2.889 -1.176  0.25
H -0.695 -2.290 0.332  0.25
H -2.483 0.196 -0.281  0.41
H -1.832 1.531 -0.054  0.34
H -2.033 0.374 1.450  0.25
H 1.855 0.092 -0.084  0.26
H 0.275 2.255 1.197  0.21
H 1.927 2.257 0.532  0.20

=====

[4]
Computed, not measured: 2 unconnected molecules or ions with the total composition C34H29N2O, with ωB97M-V/def2-TZVPD.

Values from the calculation:
* highest occupied orbital energy: -0.3569 Ha
* relative energy (zero: lowest compared OMol25 entry of this formula, charge and spin): 1.749 eV
* LUMO: -4.898 eV
* net charge: +1
* M: 481.62 g mol⁻¹

Each line ends with the Mulliken charge.
Geometry (Å):
C 2.877 2.300 -5.188  -1.13
N 1.553 2.236 -4.603  0.07
C 0.821 3.489 -4.644  -0.80
C 1.182 1.217 -3.772  0.68
C 2.129 0.486 -3.024  -0.48
C 1.713 -0.263 -1.949  -0.67
N 0.371 -0.484 -1.697  0.45
C -0.090 -1.086 -0.541  -0.63
C 0.778 -1.867 0.272  0.65
C 0.243 -3.130 0.895  0.19
C 1.028 -3.760 1.875  -0.43
C 0.639 -4.981 2.425  -0.76
C -0.560 -5.582 2.016  -0.39
C -1.371 -4.941 1.074  -0.94
C -0.956 -3.738 0.496  -0.03
O 1.953 -1.517 0.537  -0.78
C -0.557 0.030 -2.587  -0.38
C -0.191 0.913 -3.565  -0.69
H 3.210 1.300 -5.490  0.37
H 2.823 2.941 -6.073  0.32
H 3.616 2.727 -4.494  0.38
H -0.166 3.390 -4.181  0.16
H 1.379 4.281 -4.116  0.33
H 0.704 3.804 -5.689  0.32
H 3.198 0.582 -3.202  0.46
H 2.413 -0.696 -1.249  0.58
H -1.165 -1.259 -0.535  0.34
H 1.946 -3.272 2.207  0.53
H 1.279 -5.455 3.172  0.40
H -0.857 -6.546 2.435  0.42
H -2.326 -5.380 0.776  0.40
H -1.569 -3.259 -0.265  0.40
H -1.593 -0.256 -2.411  0.33
H -0.963 1.390 -4.166  0.73
C -0.797 0.782 1.414  1.08
C -1.787 1.400 0.561  1.64
C -1.388 2.203 -0.531  -0.35
C -2.326 2.746 -1.402  -1.05
C -3.691 2.508 -1.203  -0.60
C -4.109 1.734 -0.114  -1.03
C -3.175 1.223 0.781  -0.28
C -1.048 -0.315 2.330  -0.19
C 0.086 -0.436 3.208  0.02
C 0.129 -1.396 4.208  -0.28
C -0.957 -2.267 4.339  -0.81
C -2.039 -2.193 3.453  -1.25
C -2.093 -1.229 2.442  -0.02
C 1.047 0.591 2.847  -0.23
C 0.483 1.371 1.774  0.51
C 1.178 2.501 1.334  -0.13
C 2.444 2.769 1.866  -0.99
C 2.997 1.975 2.884  -0.83
C 2.292 0.874 3.385  -0.49
H -0.324 2.350 -0.719  -0.04
H -1.985 3.357 -2.239  0.41
H -4.422 2.928 -1.897  0.43
H -5.171 1.544 0.046  0.42
H -3.516 0.700 1.675  0.81
H 1.002 -1.445 4.858  0.43
H -0.952 -3.024 5.123  0.43
H -2.859 -2.907 3.545  0.42
H -2.919 -1.209 1.735  0.58
H 0.738 3.177 0.609  0.66
H 3.008 3.623 1.488  0.43
H 3.980 2.217 3.291  0.42
H 2.683 0.230 4.173  0.46